# 1
ORCA calculation (wB97M-V/def2-TZVPD) on C19H34N2O in the gas phase.

Computed properties:
frontier orbital gap = 9.1032 eV
LUMO level = 0.738 eV
relative energy (zero: lowest compared OMol25 entry of this formula, charge and spin) = 0.090 eV

```
! RIJCOSX wB97M-V def2-TZVPD def2/J DEFGRID3
* xyz 0 1
C 0.437 4.164 2.690
C 1.023 4.015 1.291
C 0.817 2.606 0.742
C 1.394 2.449 -0.669
N 1.199 1.095 -1.149
C 2.248 0.151 -0.792
C 3.514 0.338 -1.650
C 3.193 0.248 -3.139
C 2.040 1.189 -3.480
C 0.838 0.949 -2.551
C 0.210 -0.448 -2.759
C 0.266 -1.286 -1.478
N -0.670 -0.773 -0.502
C -1.637 -1.515 0.074
O -1.855 -2.667 -0.243
C -2.422 -0.738 1.133
C -3.681 -1.488 1.576
C -3.348 -2.737 2.389
C -2.470 -2.391 3.586
C -1.193 -1.706 3.110
C -1.534 -0.431 2.346
C 1.686 -1.284 -0.904
H 0.595 5.172 3.066
H -0.632 3.966 2.679
H 0.907 3.464 3.377
H 0.551 4.736 0.620
H 2.092 4.240 1.319
H -0.252 2.382 0.715
H 1.292 1.886 1.412
H 0.871 3.139 -1.337
H 2.453 2.747 -0.656
H 2.518 0.347 0.251
H 4.254 -0.414 -1.372
H 3.945 1.319 -1.436
H 2.924 -0.776 -3.399
H 4.076 0.513 -3.726
H 1.733 1.055 -4.519
H 2.372 2.223 -3.359
H 0.081 1.711 -2.770
H 0.731 -0.983 -3.552
H -0.833 -0.348 -3.061
H -0.051 -2.313 -1.688
H -0.490 0.182 -0.228
H -2.723 0.210 0.669
H -4.255 -1.775 0.694
H -4.296 -0.813 2.179
H -2.824 -3.442 1.745
H -4.275 -3.206 2.727
H -2.223 -3.298 4.141
H -3.011 -1.721 4.261
H -0.644 -2.385 2.455
H -0.553 -1.465 3.963
H -0.616 0.068 2.028
H -2.072 0.251 3.011
H 2.326 -1.891 -1.543
H 1.662 -1.756 0.079
*
```


# 2
ORCA calculation (wB97M-V/def2-TZVPD) on a molecular structure, C19H34N5PSV.

Computed properties:
frontier orbital gap (spin up / spin down) = 6.5156 / 7.2872 eV
LUMO level (spin up / spin down) = 0.656 / -0.282 eV

```
! RIJCOSX wB97M-V def2-TZVPD def2/J DEFGRID3
* xyz 0 4
V -0.765 -0.628 -0.004
N -2.979 2.679 -1.551
C -2.294 1.776 -0.791
S -0.735 1.252 -1.388
N -2.837 1.362 0.315
N -2.089 0.397 0.926
C -2.431 -0.057 2.121
C -1.532 -1.019 2.629
C -1.675 -1.769 3.812
C -0.700 -2.663 4.171
C 0.450 -2.794 3.362
C 0.535 -2.048 2.216
N -0.434 -1.205 1.807
H -2.444 3.189 -2.230
H -3.755 3.152 -1.118
H -3.298 0.311 2.657
H -2.562 -1.632 4.417
H -0.801 -3.257 5.069
H 1.249 -3.469 3.631
H 1.407 -2.109 1.576
C 0.262 -4.821 -0.212
C -1.205 -4.807 -0.671
C -2.062 -4.701 0.597
C -1.552 -6.100 -1.409
P -1.495 -3.224 -1.703
N -0.741 -2.032 -1.018
C -0.760 -3.440 -3.445
C 0.661 -3.986 -3.250
C -0.623 -2.043 -4.077
C -1.537 -4.364 -4.382
C -3.369 -2.902 -1.858
C -3.547 -1.822 -2.936
C -4.183 -4.140 -2.234
C -3.901 -2.291 -0.556
H 0.353 -5.410 0.704
H 0.593 -3.807 0.006
H 0.931 -5.256 -0.950
H -1.807 -5.530 1.262
H -3.126 -4.772 0.382
H -1.861 -3.770 1.131
H -1.447 -6.943 -0.721
H -0.885 -6.276 -2.252
H -2.579 -6.095 -1.773
H 1.192 -3.410 -2.492
H 1.214 -3.901 -4.188
H 0.658 -5.038 -2.968
H -0.339 -1.301 -3.330
H -1.541 -1.717 -4.560
H 0.157 -2.068 -4.841
H -1.692 -5.356 -3.956
H -0.962 -4.486 -5.304
H -2.507 -3.950 -4.654
H -3.391 -2.211 -3.940
H -2.869 -0.984 -2.760
H -4.569 -1.438 -2.889
H -3.776 -4.648 -3.109
H -5.203 -3.828 -2.475
H -4.247 -4.856 -1.415
H -3.300 -1.428 -0.279
H -3.916 -2.984 0.280
H -4.923 -1.943 -0.721
*
```


# 3
ORCA calculation (wB97M-V/def2-TZVPD) on C19H34O3 in the gas phase.

Computed properties:
frontier orbital gap = 9.0821 eV
LUMO level = 0.383 eV
relative energy (zero: lowest compared OMol25 entry of this formula, charge and spin) = 0.240 eV

```
! RIJCOSX wB97M-V def2-TZVPD def2/J DEFGRID3
* xyz 0 1
C -5.876 -3.081 0.857
O -5.724 -1.687 0.926
C -5.928 -0.934 -0.270
C -4.974 -1.368 -1.390
C -7.379 -1.050 -0.764
C -5.676 0.526 0.160
C -4.277 0.793 0.732
C -3.326 1.428 -0.283
C -1.891 1.579 0.239
C -1.798 2.644 1.328
C -0.953 1.918 -0.939
C 0.473 2.021 -0.514
C 1.348 1.020 -0.624
C 2.737 1.054 -0.203
C 3.264 2.314 0.402
C 3.486 -0.056 -0.375
C 4.895 -0.244 -0.025
O 5.642 0.565 0.479
O 5.256 -1.498 -0.357
C 6.596 -1.956 -0.121
C 7.613 -1.159 -0.933
C 6.934 -1.963 1.367
H -5.703 -3.442 1.871
H -5.144 -3.547 0.188
H -6.883 -3.376 0.547
H -3.956 -1.435 -1.015
H -5.263 -2.338 -1.789
H -5.011 -0.645 -2.200
H -7.558 -0.323 -1.551
H -7.581 -2.041 -1.165
H -8.067 -0.857 0.055
H -5.862 1.182 -0.691
H -6.419 0.752 0.926
H -4.375 1.459 1.589
H -3.862 -0.146 1.099
H -3.707 2.413 -0.564
H -3.303 0.816 -1.185
H -1.569 0.620 0.660
H -2.479 2.419 2.144
H -0.792 2.688 1.736
H -2.054 3.623 0.926
H -1.276 2.866 -1.377
H -1.053 1.137 -1.695
H 0.770 2.964 -0.079
H 1.019 0.087 -1.066
H 3.154 3.138 -0.301
H 4.311 2.203 0.659
H 2.701 2.558 1.302
H 3.040 -0.935 -0.819
H 6.560 -2.988 -0.492
H 7.323 -1.140 -1.981
H 7.670 -0.139 -0.564
H 8.591 -1.624 -0.845
H 7.893 -2.450 1.519
H 6.170 -2.505 1.922
H 6.987 -0.945 1.744
*
```


# 4
ORCA calculation (wB97M-V/def2-TZVPD) on 2 unconnected molecules or ions with the total composition C19H34O3PS.

Computed properties:
frontier orbital gap = 8.7999 eV
LUMO level = -3.029 eV

```
! RIJCOSX wB97M-V def2-TZVPD def2/J DEFGRID3
* xyz 1 1
C 3.442 -2.628 -0.730
C 2.303 -2.327 -1.704
C 1.278 -1.263 -1.244
C 1.573 -0.567 0.082
C 0.466 0.422 0.445
C 0.725 1.812 -0.144
C -0.502 2.706 -0.326
C -1.729 1.985 -0.893
C -2.575 2.887 -1.791
C -4.003 2.356 -2.006
P -4.009 0.656 -2.540
S -5.560 0.176 -3.795
O -3.957 -0.248 -1.273
C -3.703 -1.697 -1.372
C -3.877 -2.305 -0.008
C -5.214 -1.951 0.656
H 4.175 -3.276 -1.212
H 3.084 -3.155 0.157
H 3.961 -1.724 -0.413
H 1.773 -3.261 -1.901
H 2.733 -2.028 -2.662
H 0.285 -1.723 -1.173
H 1.202 -0.486 -2.013
H 1.707 -1.303 0.877
H 2.505 -0.003 -0.022
H 0.380 0.505 1.532
H -0.487 0.015 0.086
H 1.251 1.724 -1.100
H 1.422 2.325 0.524
H -0.768 3.187 0.619
H -0.243 3.517 -1.012
H -1.388 1.114 -1.467
H -2.357 1.610 -0.081
H -2.096 3.006 -2.766
H -2.656 3.883 -1.354
H -4.543 2.912 -2.775
H -4.593 2.402 -1.085
H -2.883 0.415 -3.333
H -6.429 0.105 -2.771
H -2.683 -1.814 -1.742
H -4.400 -2.120 -2.099
H -3.797 -3.385 -0.143
H -3.037 -2.007 0.621
H -5.091 -1.195 1.429
H -5.659 -2.829 1.120
H -5.935 -1.571 -0.070
C 3.723 0.896 2.935
C 3.893 0.797 4.250
C 5.179 0.321 4.827
O 5.330 0.228 6.023
C 6.265 -0.036 3.877
C 6.092 0.063 2.561
C 4.808 0.537 1.989
O 4.645 0.623 0.789
H 2.797 1.239 2.490
H 3.119 1.052 4.964
H 7.190 -0.378 4.321
H 6.866 -0.191 1.849
*
```